1.
Computed, not measured: the molecule C4H7N3O, with the ωB97M-V functional and the def2-TZVPD basis.

The calculation puts the HOMO-LUMO gap at 8.93 eV. Its charge is 0.

```
15
C4H7N3O | OMol25 | the ωB97M-V functional and the def2-TZVPD basis
C -0.31 -1.28 0.76
O -0.19 1.63 -0.18
H 1.67 0.41 -2.05
C 0.96 -0.58 1.27
N 0.67 0.55 -2.14
H 1.77 -1.22 1.58
H -0.34 -1.89 2.59
H 0.80 0.37 1.76
N -0.82 -1.96 1.69
H -1.91 1.32 -1.45
C 0.05 0.40 -0.84
H 0.47 1.48 -2.50
N 0.60 -0.71 -0.09
H -2.03 0.56 0.19
C -1.38 0.93 -0.59
```

Here are the natural (NBO) charges for atoms 1 to 8, given in e: number 1, C, carries 0.395; number 2, O, carries -0.509; number 3, H, carries 0.376; number 4, C, carries -0.300; number 5, N, carries -0.827; number 6, H, carries 0.189; number 7, H, carries 0.341; number 8, H, carries 0.203

---

2.
Computed, not measured: a cluster of 2 separate species, C4H7N3O in total, with the ωB97M-V functional and the def2-TZVPD basis.

The calculation puts the HOMO-LUMO gap at 8.11 eV. Its charge is 0.

```
15
C4H7N3O | OMol25 | the ωB97M-V functional and the def2-TZVPD basis
N 2.41 0.57 0.25
C -3.32 0.26 0.12
C 2.27 -0.70 0.14
O 0.92 -1.11 -0.19
H -3.38 0.95 1.01
N -0.90 0.42 -0.36
C -1.91 -0.59 0.18
C 0.33 0.16 -0.20
N 1.24 1.11 -0.18
H -2.08 -1.47 -0.42
H -2.09 -1.14 1.23
H 1.15 2.08 0.96
H -4.25 -0.35 0.04
H -3.22 0.81 -0.93
H 3.00 -1.45 0.23
```

Here are the natural (NBO) charges for atoms 1 to 8, given in e: number 1, N, carries -0.285; number 2, C, carries -0.615; number 3, C, carries 0.295; number 4, O, carries -0.462; number 5, H, carries 0.205; number 6, N, carries -0.503; number 7, C, carries -0.278; number 8, C, carries 0.613

---

3.
Computed, not measured: the molecule C4H7N3O, with the ωB97M-V functional and the def2-TZVPD basis.

The calculation puts the HOMO-LUMO gap at 8.93 eV. Its charge is 0.

```
15
C4H7N3O | OMol25 | the ωB97M-V functional and the def2-TZVPD basis
H -2.32 0.06 0.83
N -0.23 1.64 -0.24
H -0.14 2.38 -0.94
C 0.64 -1.49 -0.24
H 0.47 -1.68 -1.29
C 1.14 1.48 0.01
H -0.29 -0.33 1.38
N 2.07 0.47 0.17
H 0.96 -2.43 0.01
C -0.43 -0.66 0.43
H 1.56 2.42 0.79
C -1.94 -0.33 0.12
H -2.58 -1.04 -0.52
O 1.83 -0.93 -0.13
N -0.75 0.43 -0.40
```

Here are the natural (NBO) charges for atoms 1 to 8, given in e: number 1, H, carries 0.148; number 2, N, carries -0.478; number 3, H, carries 0.402; number 4, C, carries -0.083; number 5, H, carries 0.169; number 6, C, carries 0.127; number 7, H, carries 0.187; number 8, N, carries -0.174

---

Consider the structures shown above. The most stable of them is 2.